1.
A structure of composition C26H58BrGaIO7. Source: OMol25; level of theory: the ωB97M-V functional and the def2-TZVPD basis.

Positions of all 94 atoms, in Å:
1 C -0.79 1.30 5.80
2 C -1.03 1.00 4.20
3 C -1.97 -0.34 3.92
4 I -1.08 -2.20 4.64
5 Ga -2.25 -0.44 1.85
6 C -1.23 1.10 0.93
7 C -4.30 -0.02 1.56
8 C -4.59 1.57 1.31
9 C -4.51 2.42 2.73
10 Br -3.39 4.09 2.61
11 C -1.95 -2.31 1.04
12 C -0.40 -2.84 1.06
13 C 0.74 -1.67 0.96
14 C 2.26 -2.33 0.71
15 C 3.40 -1.62 1.66
16 C 3.35 0.04 1.48
17 O 3.22 0.39 0.06
18 C 2.37 1.59 -0.14
19 H -0.81 0.30 6.42
20 H -1.52 2.12 6.25
21 H 0.32 1.73 5.91
22 H 0.02 0.88 3.68
23 H -1.61 1.91 3.75
24 H -3.01 -0.10 4.45
25 H -1.18 1.02 -0.25
26 H -0.12 1.09 1.37
27 H -1.69 2.14 1.22
28 H -4.96 -0.50 2.41
29 H -4.58 -0.58 0.56
30 H -3.87 2.05 0.51
31 H -5.69 1.73 0.89
32 H -5.61 2.75 3.03
33 H -4.05 1.74 3.58
34 H -2.58 -3.09 1.69
35 H -2.45 -2.32 -0.03
36 H -0.12 -3.53 1.97
37 H -0.26 -3.52 0.08
38 H 0.72 -1.00 1.92
39 H 0.53 -0.96 0.03
40 H 2.62 -2.22 -0.41
41 H 2.19 -3.50 0.91
42 H 3.11 -1.81 2.79
43 H 4.49 -2.02 1.50
44 H 4.30 0.55 1.99
45 H 2.41 0.38 2.14
46 H 1.98 2.08 0.85
47 H 1.40 1.22 -0.73
48 H 2.89 2.38 -0.83
49 C -8.27 -1.61 -4.93
50 O -8.18 -0.25 -4.53
51 C -8.79 0.03 -3.27
52 C -7.81 0.65 -2.26
53 O -6.67 -0.12 -1.87
54 C -5.72 -0.45 -2.88
55 C -5.01 0.70 -3.61
56 O -5.91 1.50 -4.36
57 C -5.87 2.89 -4.03
58 H -9.13 -1.75 -5.59
59 H -7.36 -1.86 -5.49
60 H -8.34 -2.29 -4.08
61 H -9.25 -0.87 -2.84
62 H -9.59 0.75 -3.46
63 H -8.38 0.82 -1.34
64 H -7.50 1.65 -2.58
65 H -6.16 -1.15 -3.59
66 H -4.94 -1.03 -2.37
67 H -4.31 0.26 -4.33
68 H -4.42 1.29 -2.89
69 H -5.50 3.07 -3.02
70 H -6.89 3.29 -4.10
71 H -5.24 3.41 -4.75
72 C 7.33 0.89 1.77
73 O 7.18 -0.17 0.83
74 C 6.37 0.15 -0.29
75 C 7.11 -0.04 -1.63
76 O 8.28 0.75 -1.87
77 C 9.40 0.56 -1.00
78 C 10.04 -0.83 -0.96
79 O 9.16 -1.82 -0.45
80 C 8.96 -2.93 -1.33
81 H 6.60 0.78 2.57
82 H 8.33 0.81 2.20
83 H 7.24 1.87 1.30
84 H 5.98 1.18 -0.23
85 H 5.52 -0.53 -0.28
86 H 6.40 0.25 -2.42
87 H 7.32 -1.09 -1.82
88 H 9.15 0.92 0.00
89 H 10.16 1.26 -1.37
90 H 10.89 -0.79 -0.27
91 H 10.44 -1.09 -1.95
92 H 9.16 -2.68 -2.37
93 H 7.92 -3.26 -1.24
94 H 9.61 -3.75 -1.02

Results
* DFT total energy: -6348.2658 Ha
* net charge: -1
* highest occupied orbital energy: -4.8 eV

Results of the Mulliken charge analysis, in e, for atoms 1 through 2: -0.933 0.691

2.
A structure of composition C2H3OPS. Source: OMol25; level of theory: the ωB97M-V functional and the def2-TZVPD basis.

Positions of all 8 atoms, in Å:
1 C -0.22 0.17 1.40
2 C 0.85 -0.16 0.85
3 O -1.14 -0.06 -3.43
4 P -0.97 0.18 -2.01
5 S 0.84 -0.59 -1.47
6 H 0.04 0.44 2.44
7 H -1.18 0.31 0.97
8 H 1.78 -0.30 1.25

Results
* DFT total energy: -892.7097 Ha
* highest occupied orbital energy: -9.4 eV
* energy above the lowest of the compared OMol25 structures with the same formula, charge and spin: 1.468 eV

Results of the natural (NBO) charge analysis, in e, for atoms 1 through 2: -0.470 -0.017

3.
A cluster of 2 separate species, C4H12 in total. Source: OMol25; level of theory: the ωB97M-V functional and the def2-TZVPD basis.

Positions of all 16 atoms, in Å:
1 C 1.30 -0.21 2.55
2 C 1.65 1.26 2.81
3 H 2.11 -0.87 2.22
4 H 0.66 -0.29 1.66
5 H 0.69 -0.67 3.33
6 H 1.23 1.51 3.78
7 H 2.72 1.43 2.92
8 H 1.28 1.93 2.05
9 C -1.38 -1.27 -2.68
10 C -1.57 0.25 -2.69
11 H -1.39 -1.71 -3.68
12 H -1.98 -1.71 -1.89
13 H -0.33 -1.51 -2.46
14 H -1.34 0.73 -3.64
15 H -2.61 0.56 -2.52
16 H -1.05 0.57 -1.78

Results
* DFT total energy: -159.5632 Ha
* highest occupied orbital energy: -11.3 eV
* structure (SMILES): CC.CC
* energy above the lowest of the compared OMol25 structures with the same formula, charge and spin: 0.593 eV

Results of the natural (NBO) charge analysis, in e, for atoms 1 through 2: -0.622 -0.616